Record 1
Molecular formula: C3H15NO4
Method: DFT, wB97M-V/def2-TZVPD

Summary:
LUMO level: 0.0138 Ha
multiplicity: 1
HOMO-LUMO gap: 9.435 eV
E_HOMO: -9.0593 eV
maximum force: 0.04761 hartree/bohr

CARTESIAN COORDINATES (ANGSTROEM)
N  2.32157  -1.13299  1.14723
C  2.01249  -0.32692  -0.06107
C  0.75649  -0.85438  -0.73811
C  0.33763  0.00924  -1.92577
O  -0.87528  -0.41034  -2.53879
H  1.58786  -0.99339  1.79758
H  3.17861  -0.79705  1.57204
H  1.89975  0.75197  0.21155
H  2.91248  -0.40075  -0.76776
H  -0.03231  -0.89158  -0.03022
H  0.90407  -1.88219  -1.08692
H  1.12287  -0.01709  -2.73798
H  0.21895  1.09142  -1.62669
H  -1.59666  -0.30024  -1.83268
O  -1.00029  -0.26468  2.16133
H  -1.00403  -0.28162  3.14988
H  -0.81066  0.63779  1.97292
O  -1.06005  2.16711  0.75096
H  -1.60583  1.68246  0.11133
H  -0.76797  2.94430  0.31319
O  -2.62498  -0.05320  -0.20975
H  -3.58233  -0.25276  -0.21061
H  -2.29239  -0.42510  0.57832

Atom charges from the Löwdin analysis, given in e for atoms 1 to 4:
1 N -0.01
2 C -0.29
3 C -0.20
4 C -0.29

***

Record 2
Molecular formula: C3H16CrO10S
Method: DFT, wB97M-V/def2-TZVPD

Summary:
charge: -2
LUMO level (spin up / spin down): 0.1551 / 0.1536 Ha
multiplicity: 5
HOMO-LUMO gap (spin up / spin down): 4.183 / 4.135 eV
E_HOMO (spin up / spin down): 0.0387 / 0.0439 eV
maximum force: 0.03876 hartree/bohr

CARTESIAN COORDINATES (ANGSTROEM)
Cr  -0.25343  -0.48627  -1.09563
S  -2.80867  1.83845  -0.84239
O  -1.62123  0.93689  -0.80359
O  -2.34543  3.22352  -0.94442
O  -3.62785  1.53250  -2.02419
O  -3.56246  1.60517  0.41098
C  2.00339  -0.34250  2.81752
C  1.02722  0.29213  1.82195
C  1.76764  1.40119  1.06412
O  0.47405  -0.61673  0.95193
H  2.86592  -0.73656  2.26804
H  1.56093  -1.11705  3.44655
H  2.34227  0.44251  3.50627
H  0.23130  0.76032  2.43070
H  2.38768  2.00441  1.73858
H  1.13178  2.08197  0.49020
H  2.34615  0.92578  0.25934
O  -1.13324  -0.91325  -2.90465
H  -1.03238  -0.42181  -3.71318
O  -2.35692  -0.67380  2.21666
H  -1.86858  -1.43962  2.54156
H  -1.70874  -0.25076  1.61131
O  1.47737  -1.80409  -1.82182
H  1.18671  -2.23776  -2.63887
H  2.34343  -2.16885  -1.61196
O  1.21812  1.11303  -2.10972
H  1.03279  1.24726  -3.04805
H  2.16421  1.27508  -2.00537
O  -1.56357  -2.21503  -0.46472
H  -2.46607  -2.18440  -0.81455
H  -1.21238  -3.07172  -0.73260

Atom charges from the Löwdin analysis, given in e for atoms 1 to 4:
1 Cr 0.71
2 S 0.19
3 O -0.48
4 O -0.45

***

Record 3
Molecular formula: C3H16N2O3
Method: DFT, wB97M-V/def2-TZVPD

Summary:
LUMO level: 0.0120 Ha
multiplicity: 1
HOMO-LUMO gap: 9.389 eV
E_HOMO: -9.0630 eV
maximum force: 0.02990 hartree/bohr

CARTESIAN COORDINATES (ANGSTROEM)
C  -2.52564  -0.77931  0.91233
N  -1.27930  -0.32107  0.26687
C  -0.54235  0.51977  1.22608
C  0.78392  0.97227  0.64687
N  1.80387  1.19928  1.70228
H  -3.35186  -0.71768  0.20302
H  -2.46043  -1.82275  1.23786
H  -2.74554  -0.18562  1.79435
H  -0.70421  -1.14119  0.07388
H  -0.50165  0.03528  2.21029
H  -1.12886  1.43125  1.37738
H  0.73062  1.91810  0.12204
H  1.14251  0.22919  -0.06833
H  2.69711  1.19425  1.22986
H  1.71343  0.48886  2.41995
O  3.23261  1.06992  -1.33151
H  3.30734  0.45274  -2.07504
H  2.31066  1.34697  -1.37864
O  -1.58498  0.16294  -3.00222
H  -2.00590  1.01391  -3.15012
H  -1.45136  0.10325  -2.04098
O  0.66739  -2.36216  -0.45772
H  0.38346  -2.85316  -1.23524
H  1.50916  -1.95504  -0.68324

Atom charges from the Löwdin analysis, given in e for atoms 1 to 4:
1 C -0.12
2 N -0.13
3 C -0.24
4 C -0.29

***

Record 4
Molecular formula: C3H16N2O3S2
Method: DFT, wB97M-V/def2-TZVPD

Summary:
LUMO level: 0.0072 Ha
multiplicity: 1
HOMO-LUMO gap: 8.503 eV
E_HOMO: -8.3064 eV
maximum force: 0.17385 hartree/bohr

CARTESIAN COORDINATES (ANGSTROEM)
N  -1.83396  -2.72743  -0.86896
C  -1.00478  -1.74334  -1.46853
C  0.61443  -1.59539  -0.85569
N  0.48012  -0.74712  0.36992
C  1.42252  -0.91533  -1.94757
S  3.13535  -0.46433  -1.52726
S  3.12845  1.29325  -0.66969
H  -2.16664  -2.34417  0.08937
H  -1.31689  -3.65263  -0.53050
H  -0.92177  -2.04780  -2.51892
H  -1.26752  -0.70142  -1.39673
H  0.94317  -2.61365  -0.46009
H  -0.05291  0.09048  0.27654
H  -0.00076  -1.27419  1.21978
H  1.40101  -1.72931  -2.76973
H  0.99473  0.01107  -2.46708
H  2.92800  1.32659  0.60236
O  -1.03633  2.99455  1.16860
H  -1.08940  3.40454  0.32456
H  -0.36686  3.04318  1.69898
O  1.13748  2.67185  2.59510
H  1.15545  1.89573  3.24376
H  1.63011  2.37594  1.75962
O  -2.62937  0.81971  1.06239
H  -2.06377  1.54000  1.20847
H  -3.21984  1.08925  1.86131

Atom charges from the Löwdin analysis, given in e for atoms 1 to 4:
1 N -0.05
2 C -0.27
3 C -0.41
4 N -0.02

***

Record 5
Molecular formula: C3H16NO3S2
Method: DFT, wB97M-V/def2-TZVPD

Summary:
charge: +1
LUMO level: -0.1099 Ha
multiplicity: 1
HOMO-LUMO gap: 8.843 eV
E_HOMO: -11.8341 eV
maximum force: 0.06436 hartree/bohr

CARTESIAN COORDINATES (ANGSTROEM)
N  0.47850  -1.88484  0.93951
C  0.53711  -1.29801  -0.55503
C  0.97311  -2.42239  -1.44664
C  1.12586  0.10083  -0.59692
S  -0.06309  1.14087  -1.46372
S  -0.40741  2.90600  -0.40285
H  -0.12673  -2.70510  0.89766
H  1.37649  -2.14586  1.34085
H  -0.00873  -1.17063  1.49681
H  -0.53882  -1.24665  -0.61247
H  0.89594  -3.46063  -1.14472
H  0.52286  -2.34839  -2.44436
H  2.03888  -2.44261  -1.75835
H  1.40181  0.71316  0.28165
H  2.05882  0.08868  -1.19474
H  0.00771  3.68392  -1.46756
H  -1.98098  -3.20910  -1.02771
H  -2.60887  -2.92516  0.37134
O  -1.97778  -2.58526  -0.28739
H  2.09141  1.50957  3.27652
H  2.32635  0.06922  2.86405
O  1.71351  0.79629  2.72570
H  -2.15199  0.01839  1.05987
H  -1.39446  0.53772  2.34338
O  -1.68581  -0.25299  1.85506

Atom charges from the Löwdin analysis, given in e for atoms 1 to 4:
1 N 0.20
2 C -0.39
3 C -0.05
4 C -0.50

***

Record 6
Molecular formula: C3H16NO4
Method: DFT, wB97M-V/def2-TZVPD

Summary:
charge: +1
LUMO level: -0.1064 Ha
multiplicity: 1
HOMO-LUMO gap: 10.943 eV
E_HOMO: -13.8380 eV
maximum force: 0.06645 hartree/bohr

CARTESIAN COORDINATES (ANGSTROEM)
C  -0.55239  -1.18070  1.43745
C  0.82362  -1.30765  0.71790
C  1.14126  -2.66560  0.12602
O  1.03786  -0.23401  -0.13190
N  -0.72925  0.28633  1.66427
H  -1.24117  -1.66741  0.74609
H  -0.52554  -1.72348  2.37281
H  1.54124  -1.18927  1.54875
H  0.61632  -3.47706  0.64651
H  2.17623  -2.95564  0.26526
H  0.82581  -2.74563  -0.91524
H  1.00906  -0.33266  -1.12012
H  -0.74182  0.38346  2.67535
H  -1.70931  0.51143  1.48244
H  -0.15090  0.85715  1.03286
H  -1.36099  3.21784  0.63317
H  0.04201  3.02243  0.11423
O  -0.55678  2.71688  0.80479
H  -1.31928  1.78251  -1.71657
H  -2.80545  1.68963  -1.60452
O  -2.01788  1.78933  -1.05144
H  2.05056  -0.64353  -2.87221
H  0.68366  0.07893  -3.45329
O  1.20431  -0.22191  -2.70726

Atom charges from the Löwdin analysis, given in e for atoms 1 to 4:
1 C -0.08
2 C -0.45
3 C -0.02
4 O -0.05

***

Record 7
Molecular formula: C3H16NO4S
Method: DFT, wB97M-V/def2-TZVPD

Summary:
charge: -1
LUMO level: 0.1230 Ha
multiplicity: 1
HOMO-LUMO gap: 7.100 eV
E_HOMO: -3.7542 eV
maximum force: 0.01261 hartree/bohr

CARTESIAN COORDINATES (ANGSTROEM)
C  0.27297  0.97270  1.77185
C  1.57650  0.93168  0.98679
C  1.63036  -0.28922  0.01666
S  1.27632  0.05652  -1.75148
N  1.78992  2.24233  0.37285
H  0.21973  1.89229  2.35823
H  0.18806  0.13651  2.46864
H  -0.58011  0.90752  1.09411
H  2.40777  0.81926  1.69091
H  2.63542  -0.71486  0.07405
H  0.93086  -1.05921  0.35275
H  2.57060  2.18156  -0.26646
H  0.98113  2.47012  -0.19065
H  -1.92567  0.28226  -2.10993
H  -1.17951  1.11525  -1.13601
O  -2.07850  0.76119  -1.26257
H  -0.05958  -1.74553  2.39639
H  -1.38220  -2.05268  1.67781
O  -0.89525  -2.20566  2.51602
H  -2.03815  -0.73574  -0.29327
H  -1.61978  -2.15450  -0.65308
O  -2.05829  -1.66034  0.06024
H  -0.92253  -0.39733  -4.09501
H  -0.45732  -0.92011  -2.76434
O  -1.28272  -0.83401  -3.31452

Atom charges from the Löwdin analysis, given in e for atoms 1 to 4:
1 C -0.08
2 C -0.54
3 C -0.64
4 S 0.33

***

Record 8
Molecular formula: C3H17B2Cl3CoCrN3O18
Method: DFT, wB97M-V/def2-TZVPD

Summary:
charge: -1
LUMO level (spin up / spin down): -0.0009 / -0.0024 Ha
multiplicity: 8
HOMO-LUMO gap (spin up / spin down): 6.678 / 6.636 eV
E_HOMO (spin up / spin down): -6.7032 / -6.6997 eV
maximum force: 0.06091 hartree/bohr

CARTESIAN COORDINATES (ANGSTROEM)
Cr  14.71109  -20.89614  -1.38143
Co  12.45656  -17.38601  -3.12857
Cl  9.18626  -18.38823  -3.00088
O  9.45223  -19.56564  -3.82182
O  8.48639  -18.76208  -1.80900
O  10.43205  -17.79378  -2.57973
O  8.46388  -17.43017  -3.74808
Cl  13.96899  -15.04014  -0.86681
O  13.19718  -14.26375  0.07079
O  13.09850  -16.01479  -1.51791
O  14.57095  -14.18696  -1.83462
O  14.97088  -15.79983  -0.18476
Cl  14.94840  -17.36042  -5.46198
O  16.36832  -17.44697  -5.44647
O  14.34759  -18.58381  -5.87817
O  14.54277  -17.02488  -4.10657
O  14.49275  -16.31601  -6.35855
B  13.36296  -19.38330  -2.70736
H  12.99083  -18.78817  -1.78322
H  13.13755  -20.48013  -2.50827
H  12.85013  -19.08014  -3.67870
H  14.51446  -19.29892  -2.80650
B  15.80916  -19.09922  -0.46729
H  14.67637  -19.12772  -0.53011
H  16.11116  -19.07450  0.64743
H  16.38910  -19.97148  -0.90992
H  16.20299  -18.13839  -0.95485
C  11.77429  -23.97938  -2.78231
N  12.74523  -23.80025  -1.65575
O  13.40303  -22.77263  -1.61628
O  12.88717  -24.72821  -0.89316
H  11.48417  -22.98703  -3.11370
H  10.99320  -24.63597  -2.42086
H  12.37300  -24.48771  -3.53746
C  10.27100  -20.60486  0.93216
N  11.23767  -20.77634  -0.19762
O  12.41394  -20.52853  -0.03816
O  10.76451  -21.24437  -1.22005
H  9.26428  -20.84688  0.61873
H  10.42343  -19.59804  1.30796
H  10.58758  -21.37538  1.63615
C  11.28672  -19.72603  -6.45621
N  11.41286  -18.25362  -6.29841
O  11.68916  -17.85076  -5.19448
O  11.33096  -17.56722  -7.27226
H  10.23995  -19.99538  -6.34936
H  11.86377  -20.12254  -5.62408
H  11.73474  -20.05799  -7.38566

Atom charges from the Löwdin analysis, given in e for atoms 1 to 4:
1 Cr 0.93
2 Co 0.89
3 Cl 0.66
4 O -0.36

***

| no. | energy (eV) |
| --- | --- |
| 1 | -13034.4380 |
| 2 | -63102.8258 |
| 3 | -12492.6741 |
| 4 | -34161.3407 |
| 5 | -32667.2235 |
| 6 | -13044.1526 |
| 7 | -23888.3369 |
| 8 | -149647.7912 |